# 1
ORCA calculation (ωB97M-V/def2-TZVPD) on C38H37N5PdSb2 as an isolated structure.

## Properties
- Relative energy (zero: lowest compared OMol25 entry of this formula, charge and spin): 0.00 kcal per mole
- Charge: +2
- HOMO-LUMO gap: 7.166 eV

Element x y z (Å)
Pd: -0.468 -0.665 -0.385
C: -3.399 0.166 2.238
Sb: -2.350 0.809 0.519
C: -3.928 1.035 -0.875
C: -1.741 2.798 0.916
H: -4.179 0.886 2.482
H: -2.718 0.069 3.079
H: -3.850 -0.801 2.024
H: -4.616 1.791 -0.497
H: -4.454 0.088 -0.973
H: -3.548 1.341 -1.846
H: -2.614 3.402 1.158
H: -1.251 3.202 0.030
H: -1.040 2.808 1.749
C: -0.157 -0.661 -4.642
C: -0.328 -1.004 -3.317
N: -0.684 -0.097 -2.393
C: -0.861 1.173 -2.766
C: -0.709 1.610 -4.074
C: -0.360 0.654 -5.026
C: -1.014 2.991 -4.491
C: -0.860 4.155 -3.858
C: -0.220 4.497 -2.572
C: -0.541 5.712 -1.975
C: 0.094 6.033 -0.787
N: 1.014 5.240 -0.243
C: 1.274 4.122 -0.908
N: 0.695 3.686 -2.021
H: 0.119 -1.419 -5.360
H: -0.186 -2.018 -2.966
H: -1.131 1.877 -1.994
H: -0.249 0.943 -6.063
H: -1.466 3.048 -5.476
H: -1.248 5.024 -4.377
H: -1.260 6.383 -2.424
H: -0.128 6.955 -0.263
H: 2.058 3.499 -0.491
N: -2.679 -8.125 -0.960
C: -2.319 -7.038 -0.893
C: -1.870 -5.674 -0.809
C: -2.719 -4.629 -1.156
C: -2.242 -3.336 -1.051
N: -1.007 -3.044 -0.633
C: -0.197 -4.056 -0.310
C: -0.580 -5.383 -0.379
H: -3.725 -4.821 -1.499
H: -2.873 -2.496 -1.317
H: 0.801 -3.795 0.019
H: 0.106 -6.172 -0.108
C: 1.065 3.350 4.303
C: 0.075 2.428 4.621
C: -0.006 1.231 3.924
C: 0.913 0.957 2.913
C: 1.924 1.867 2.614
C: 1.990 3.068 3.308
Sb: 0.709 -0.800 1.778
C: 1.471 -2.461 2.804
C: 2.831 -2.440 3.104
C: 3.386 -3.512 3.787
C: 2.589 -4.583 4.169
C: 1.233 -4.593 3.873
C: 0.665 -3.528 3.188
C: 1.998 -0.587 0.113
C: 2.677 -1.692 -0.423
C: 3.339 -1.580 -1.633
C: 3.317 -0.378 -2.336
C: 2.638 0.720 -1.830
C: 1.981 0.616 -0.610
H: 1.124 4.284 4.844
H: -0.629 2.638 5.415
H: -0.772 0.513 4.193
H: 2.663 1.649 1.853
H: 2.770 3.780 3.074
H: 3.458 -1.605 2.813
H: 4.441 -3.507 4.026
H: 3.027 -5.414 4.705
H: 0.615 -5.426 4.181
H: -0.395 -3.537 2.962
H: 2.720 -2.625 0.127
H: 3.882 -2.428 -2.030
H: 3.840 -0.300 -3.280
H: 2.602 1.654 -2.377
H: 1.465 1.478 -0.208

Cartesian forces, eV/Å:
-0.8 -0.1 -0.2
0.0 0.0 0.0
0.2 0.0 0.0
0.0 0.0 0.0
0.0 0.0 0.0
0.0 0.0 0.0
0.0 0.0 0.0
0.0 0.0 0.0
0.0 0.0 0.0
0.0 0.0 0.0
0.0 0.0 0.0
0.0 0.0 0.0
0.0 0.0 0.0
0.0 0.0 0.0
0.0 0.0 0.0
0.0 0.0 0.0
0.0 0.0 0.0
0.0 0.0 0.0
0.0 0.0 0.0
0.0 0.0 0.0
0.0 0.0 0.0
0.0 0.0 0.0
0.0 0.0 0.0
0.0 0.0 0.0
0.0 0.0 0.0
0.0 0.0 0.0
0.0 0.0 0.0
0.0 0.0 0.0
0.0 0.0 0.0
0.0 0.0 0.0
0.0 0.0 0.0
0.0 0.0 0.0
0.0 0.0 0.0
0.0 0.0 0.0
0.0 0.0 0.0
0.0 0.0 0.0
0.0 0.0 0.0
0.0 0.0 0.0
0.0 0.0 0.0
0.0 0.0 0.0
0.0 0.0 0.0
0.0 0.0 0.0
0.3 0.2 -0.1
0.0 0.0 0.0
0.0 0.0 0.0
0.0 0.0 0.0
0.0 0.0 0.0
0.0 0.0 0.0
0.0 0.0 0.0
0.0 0.0 0.0
0.0 0.0 0.0
0.0 0.0 0.0
0.0 -0.1 0.0
0.0 0.0 0.0
0.0 0.0 0.0
0.5 0.2 0.2
-0.2 0.0 0.0
0.0 0.0 0.0
0.0 0.0 0.0
0.0 0.0 0.0
0.0 0.0 0.0
0.0 0.0 0.0
0.2 0.0 -0.1
0.0 0.0 0.0
0.0 0.0 0.0
0.0 0.0 0.0
0.0 0.0 0.0
0.0 0.0 0.0
0.0 0.0 0.0
0.0 0.0 0.0
0.0 0.0 0.0
0.0 0.0 0.0
0.0 0.0 0.0
0.0 0.0 0.0
0.0 0.0 0.0
0.0 0.0 0.0
0.0 0.0 0.0
0.0 0.0 0.0
0.0 0.0 0.0
0.0 0.0 0.0
0.0 0.0 0.0
0.0 0.0 0.0
0.0 0.0 0.0

Listed below, in e, are the Mulliken charges computed for each atom: 1.14 -1.07 0.57 -1.23 -0.36 0.44 0.27 0.39 0.50 0.41 0.35 0.57 -0.12 0.04 -1.12 -0.44 0.35 -0.14 0.14 -0.50 -1.10 -0.87 1.07 -0.70 -0.31 -0.53 -0.30 -0.20 0.50 0.52 0.48 0.56 0.46 0.39 0.46 0.44 0.59 -0.37 -0.24 0.57 -0.74 -0.56 0.58 -0.50 -0.82 0.52 0.48 0.51 0.55 -0.58 -0.77 -0.76 0.53 -0.21 -0.81 1.48 0.39 -0.26 -0.72 -0.52 -0.69 -0.56 -0.72 -0.70 -0.94 -0.78 -0.56 1.07 0.44 0.45 0.50 0.55 0.45 0.44 0.43 0.43 0.45 0.43 0.46 0.50 0.46 0.52 -0.05

***

# 2
ORCA calculation (ωB97M-V/def2-TZVPD) on an isolated molecule of C4H6O2.

## Properties
- Relative energy (zero: lowest compared OMol25 entry of this formula, charge and spin): 75.25 kcal per mole
- Charge: 0
- HOMO-LUMO gap: 9.590 eV

Element x y z (Å)
C: -1.963 -0.107 -0.335
C: -0.927 0.677 0.420
O: -1.030 1.790 0.851
C: 0.726 0.049 -0.042
O: 0.118 -0.241 1.054
C: 2.173 -0.295 -0.082
H: -2.322 0.508 -1.164
H: -1.591 -1.058 -0.717
H: -2.802 -0.287 0.345
H: 2.479 -0.923 0.763
H: 2.416 -0.770 -1.037
H: 2.722 0.655 -0.056

Cartesian forces, eV/Å:
0.0 0.0 0.0
-0.5 0.5 0.2
0.1 -0.5 -0.2
0.4 -0.2 0.2
0.1 0.1 -0.3
0.0 0.0 0.0
0.1 -0.1 0.1
0.0 0.2 0.1
0.1 0.0 -0.1
-0.1 0.1 -0.1
0.0 0.1 0.1
-0.1 -0.1 0.0

Listed below, in e, are the natural (NBO) charges computed for each atom: -0.70 0.71 -0.58 0.35 -0.48 -0.75 0.24 0.23 0.24 0.22 0.25 0.26

***

# 3
ORCA calculation (ωB97M-V/def2-TZVPD) on a 9-piece molecular cluster, C40H63N2O10PS2 overall at a distorted geometry.

## Properties
- Charge: 0
- HOMO-LUMO gap: 8.290 eV
- SMILES: CC(=O)N(C(C)=O)c1cccc2c1N([PH2]=S)c1ccccc1S2.CC(C)=O.CC(C)=O.CC(C)=O.CC(C)=O.CC(C)=O.CC(C)=O.CC(C)=O.CC(C)=O

Element x y z (Å)
C: -0.334 -1.823 -0.603
C: -0.346 -0.462 -1.368
O: -0.157 -0.482 -2.563
N: -0.518 0.858 -0.759
C: 0.815 1.477 -0.709
C: 2.024 0.669 -0.091
O: 1.042 2.572 -1.150
C: -1.176 0.810 0.527
C: -0.577 1.228 1.798
C: -1.291 1.208 3.080
C: -2.675 0.759 3.112
C: -3.276 0.325 1.818
C: -2.579 0.335 0.531
N: -3.194 -0.062 -0.736
P: -4.113 1.262 -1.455
S: -4.535 0.898 -3.312
C: -4.048 -1.239 -0.621
C: -3.989 -2.242 -1.688
C: -4.866 -3.414 -1.616
C: -5.800 -3.654 -0.520
C: -5.865 -2.652 0.554
C: -4.995 -1.501 0.463
S: -5.030 -0.237 1.785
H: 0.686 -2.276 -0.755
H: -1.047 -2.501 -1.152
H: -0.547 -1.756 0.489
H: 2.922 1.324 0.008
H: 2.295 -0.222 -0.730
H: 1.788 0.254 0.923
H: 0.471 1.617 1.839
H: -0.802 1.540 4.021
H: -3.192 0.752 4.126
H: -3.318 2.429 -1.258
H: -5.289 1.401 -0.650
H: -3.299 -2.141 -2.556
H: -4.856 -4.181 -2.431
H: -6.446 -4.565 -0.477
H: -6.555 -2.833 1.412
C: 2.739 -1.803 -3.304
C: 4.122 -1.862 -3.896
O: 5.022 -2.453 -3.337
C: 4.343 -1.158 -5.210
H: 2.726 -2.350 -2.362
H: 2.461 -0.765 -3.110
H: 2.022 -2.263 -3.986
H: 4.136 -0.092 -5.100
H: 3.697 -1.590 -5.977
H: 5.382 -1.284 -5.517
C: -1.775 5.737 -3.894
C: -2.082 4.421 -3.225
O: -3.227 4.070 -3.022
C: -0.915 3.563 -2.819
H: -2.708 6.249 -4.130
H: -1.188 6.367 -3.222
H: -1.225 5.563 -4.821
H: -0.297 4.099 -2.101
H: -0.325 3.293 -3.697
H: -1.281 2.650 -2.351
C: -1.326 -1.862 -5.418
C: -1.285 -3.346 -5.676
O: -1.504 -4.146 -4.792
C: -0.960 -3.796 -7.078
H: -1.571 -1.685 -4.371
H: -0.350 -1.421 -5.629
H: -2.093 -1.398 -6.041
H: 0.032 -3.440 -7.363
H: -1.710 -3.417 -7.774
H: -0.964 -4.886 -7.118
C: -7.003 0.098 6.007
C: -6.150 1.199 5.432
O: -4.966 1.036 5.228
C: -6.827 2.508 5.122
H: -6.387 -0.784 6.180
H: -7.433 0.418 6.958
H: -7.798 -0.162 5.305
H: -7.248 2.935 6.034
H: -7.613 2.354 4.381
H: -6.094 3.206 4.715
C: 0.005 7.181 1.402
C: 0.810 6.557 0.290
O: 1.127 7.193 -0.692
C: 1.203 5.111 0.448
H: -0.206 8.222 1.155
H: -0.941 6.649 1.521
H: 0.573 7.150 2.334
H: 0.309 4.489 0.524
H: 1.824 4.989 1.339
H: 1.775 4.794 -0.422
C: 6.358 3.738 0.467
C: 6.040 2.426 1.135
O: 4.894 2.077 1.324
C: 7.201 1.564 1.559
H: 5.430 4.252 0.218
H: 6.937 4.370 1.145
H: 6.919 3.562 -0.452
H: 7.817 2.100 2.284
H: 7.799 1.292 0.687
H: 6.825 0.653 2.024
C: 4.339 -5.081 1.410
C: 3.097 -4.799 0.605
O: 2.013 -4.669 1.138
C: 3.252 -4.683 -0.888
H: 4.078 -5.138 2.468
H: 4.772 -6.035 1.105
H: 5.064 -4.277 1.271
H: 3.637 -5.619 -1.298
H: 3.929 -3.860 -1.128
H: 2.279 -4.479 -1.338
C: 3.631 -2.988 6.959
C: 3.620 -4.021 5.860
O: 4.618 -4.648 5.576
C: 2.321 -4.241 5.130
H: 4.628 -2.935 7.396
H: 3.374 -2.008 6.551
H: 2.921 -3.268 7.740
H: 2.008 -3.316 4.642
H: 1.554 -4.577 5.831
H: 2.460 -5.008 4.369

Cartesian forces, eV/Å:
0.0 0.3 -0.2
-0.3 -1.0 -1.1
0.2 0.2 0.8
0.7 -1.0 1.6
2.0 0.1 0.2
-0.3 -0.5 0.0
-0.6 -0.9 0.4
-1.5 0.0 2.2
-1.1 -0.1 0.2
-1.6 -0.8 -2.4
1.4 -0.1 -1.6
0.8 0.2 0.1
1.4 0.9 2.3
-0.9 0.5 1.9
-0.2 -0.4 -1.1
0.0 0.1 0.4
-1.3 -3.1 -1.0
-1.5 -0.5 1.7
-0.3 0.6 1.0
1.4 2.4 0.2
1.2 -0.6 -2.0
0.7 0.2 -0.5
1.0 -0.3 -0.3
-0.9 0.6 0.2
0.6 0.7 0.8
0.0 -0.1 -0.9
-0.9 -0.4 -0.2
-0.4 0.9 0.5
0.0 0.3 -0.9
-1.1 -0.4 -0.3
-0.3 -0.3 -0.9
0.4 -0.2 -1.9
-0.2 -0.6 0.3
0.7 0.1 -0.1
-0.6 0.1 0.9
0.2 0.9 0.8
0.7 1.0 -0.1
0.8 0.5 -0.8
0.2 -0.1 0.2
0.3 -0.2 0.2
-0.1 0.1 -0.1
0.3 -0.1 0.0
0.0 0.0 -0.1
-0.2 0.0 -0.2
-0.1 0.2 0.0
-0.2 0.0 -0.1
-0.1 0.2 0.0
-0.1 0.0 0.0
-0.4 0.1 0.0
-0.2 -0.2 -0.1
0.2 0.2 0.1
-0.6 0.1 -0.1
0.1 -0.1 0.0
0.2 -0.1 -0.1
0.2 0.1 0.1
0.1 0.0 -0.2
0.2 0.1 0.1
0.1 0.1 -0.1
-0.1 -0.1 0.3
-0.1 -0.1 0.3
0.0 0.1 -0.2
0.0 -0.4 0.1
0.1 0.0 -0.1
-0.1 0.1 -0.1
0.2 0.1 -0.1
-0.1 0.1 -0.1
0.2 0.1 -0.1
0.0 0.1 0.0
0.3 -0.2 0.0
0.3 0.0 -0.1
-0.3 0.1 0.2
0.3 0.1 -0.1
0.0 0.1 0.0
-0.2 0.0 -0.1
-0.1 0.1 0.1
-0.2 -0.1 -0.1
-0.1 0.0 0.2
0.0 -0.1 0.0
0.0 0.3 -0.2
0.1 0.1 -0.3
-0.1 -0.1 0.2
0.2 0.2 -0.3
0.0 -0.1 0.0
0.1 -0.1 0.2
-0.1 -0.2 0.1
0.1 0.0 0.2
-0.2 -0.1 0.1
-0.1 0.0 0.1
-0.3 0.1 0.0
-0.3 -0.1 0.0
0.1 0.0 0.0
-0.2 -0.2 0.1
0.1 -0.1 0.0
0.2 0.0 -0.1
0.2 0.1 0.1
0.1 0.0 -0.2
0.1 0.1 0.1
0.0 0.1 0.0
-0.2 0.0 0.3
-0.4 0.0 0.1
0.2 0.0 -0.1
-0.3 0.1 0.0
0.1 0.0 -0.1
0.2 0.1 -0.1
0.1 -0.1 -0.1
0.2 0.1 0.0
0.2 -0.2 -0.1
0.0 -0.1 0.1
0.3 0.0 0.1
0.3 -0.2 -0.1
-0.2 0.1 0.0
0.2 -0.2 -0.2
-0.1 0.0 -0.1
-0.2 0.0 0.1
-0.1 0.2 -0.1
-0.2 0.0 0.1
-0.1 0.2 0.0
0.0 0.1 0.0

Atomic partial charges in e from the Mulliken method, atoms 1 to 99: -0.73 0.06 -0.57 1.85 0.04 -0.54 -0.47 -0.01 -1.03 -1.09 -0.55 1.39 -0.64 0.87 0.23 -0.37 -0.69 -0.31 -0.68 -0.42 -0.62 0.82 -0.27 0.00 0.26 0.36 0.24 -0.13 0.36 0.23 0.41 0.41 0.08 0.08 0.45 0.35 0.34 0.34 0.23 0.59 -0.57 -1.21 -0.41 0.07 0.29 0.30 0.30 0.35 -1.27 0.75 -0.50 -0.19 0.36 0.25 0.33 0.02 0.33 -0.15 -0.54 0.85 -0.57 -1.22 -0.21 0.30 0.46 0.30 0.33 0.32 -1.16 0.84 -0.53 -1.17 0.29 0.37 0.32 0.38 0.32 0.29 -1.19 0.66 -0.57 -0.68 0.34 0.31 0.34 0.08 0.55 0.20 -1.02 0.85 -0.56 -1.14 0.21 0.35 0.32 0.34 0.34 0.29 -0.89

***

# 4
ORCA calculation (ωB97M-V/def2-TZVPD) on C34H34Cl2FeN13O2SbSe4 as an isolated structure at a distorted geometry.

## Properties
- ⟨S²⟩: 6.0187
- Relative energy (zero: lowest compared OMol25 entry of this formula, charge and spin): 27.39 kcal per mole
- Charge: -2
- HOMO-LUMO gap (spin up / spin down): 4.330 / 4.452 eV
- Spin multiplicity: 5

Element x y z (Å)
Fe: 0.427 -0.554 0.239
N: -1.681 2.052 3.544
C: -0.661 2.180 2.689
N: -1.033 1.744 1.501
C: -2.285 1.293 1.729
N: -2.739 1.471 2.952
C: -3.013 0.531 0.711
C: -4.357 0.168 0.880
N: -5.028 -0.479 -0.054
C: -4.357 -0.784 -1.167
C: -3.021 -0.471 -1.323
N: -2.335 0.177 -0.381
H: -1.656 2.163 4.541
H: 0.323 2.539 2.985
H: -4.866 0.414 1.804
H: -4.896 -1.309 -1.947
H: -2.484 -0.743 -2.226
C: 2.429 4.426 -1.861
N: 2.449 3.540 -0.688
C: 1.957 4.260 0.511
C: 1.660 2.286 -0.884
C: 2.319 1.177 -1.672
C: 3.428 1.373 -2.484
C: 4.012 0.310 -3.165
C: 3.495 -0.962 -2.973
C: 2.413 -1.141 -2.120
C: 1.762 -0.098 -1.448
H: 3.149 5.229 -1.710
H: 1.424 4.841 -1.956
H: 2.670 3.864 -2.757
H: 3.455 3.211 -0.406
H: 0.873 4.362 0.428
H: 2.437 5.235 0.556
H: 2.225 3.694 1.404
H: 0.710 2.573 -1.332
H: 1.464 1.901 0.116
H: 3.915 2.338 -2.556
H: 4.888 0.472 -3.782
H: 3.965 -1.816 -3.450
H: 2.111 -2.169 -1.918
Cl: -0.835 -4.516 2.691
C: -1.634 -3.048 3.307
Cl: -3.365 -3.064 2.823
C: -1.013 -1.715 2.803
O: -0.991 -0.829 3.640
O: -0.682 -1.719 1.580
H: -1.606 -3.092 4.387
C: -2.598 2.969 -1.838
C: -2.026 2.096 -2.898
N: -0.798 1.659 -2.942
C: -0.692 0.885 -4.071
C: -1.884 0.850 -4.727
N: -2.749 1.624 -3.966
C: -4.074 2.006 -4.344
N: -4.161 3.442 -4.560
N: -5.279 4.097 -4.199
N: -5.134 5.352 -4.411
C: -3.864 5.555 -4.912
C: -3.210 6.744 -5.262
C: -1.911 6.640 -5.690
C: -1.263 5.383 -5.771
C: -1.889 4.209 -5.438
C: -3.222 4.326 -5.005
H: -1.928 2.932 -0.978
H: -3.585 2.627 -1.520
H: -2.691 4.005 -2.178
H: 0.241 0.401 -4.314
H: -2.216 0.354 -5.623
H: -4.818 1.768 -3.585
H: -4.320 1.479 -5.265
H: -3.715 7.697 -5.181
H: -1.358 7.530 -5.959
H: -0.231 5.350 -6.097
H: -1.376 3.257 -5.484
N: -4.143 -5.525 -0.562
C: -3.323 -4.827 -0.963
C: -2.320 -3.970 -1.542
C: -2.206 -3.892 -2.926
C: -1.248 -3.050 -3.456
C: -0.450 -2.322 -2.582
N: -0.556 -2.400 -1.259
C: -1.476 -3.209 -0.736
H: -2.855 -4.481 -3.561
H: -1.119 -2.948 -4.525
H: 0.301 -1.632 -2.943
H: -1.525 -3.224 0.345
Se: 5.542 -0.041 3.757
Sb: 4.000 1.414 2.587
Se: 2.060 -0.041 1.746
Se: 2.776 3.092 3.956
Se: 5.126 2.502 0.624

Cartesian forces, eV/Å:
-0.2 -0.3 -1.0
-0.1 0.0 0.1
0.2 0.0 -0.1
0.2 0.1 0.1
-0.1 -0.2 -0.1
0.0 0.0 0.1
0.0 0.0 -0.2
0.2 0.1 0.0
-0.2 -0.1 0.0
0.0 0.0 -0.1
0.0 0.1 0.1
-0.2 -0.1 0.1
0.0 0.0 0.0
0.0 0.0 0.0
0.0 0.0 0.0
0.0 0.0 0.0
0.0 0.0 0.0
0.0 0.0 0.1
0.0 -0.2 0.0
0.0 -0.1 -0.2
0.1 0.1 -0.1
-0.2 0.1 0.2
0.1 0.0 -0.1
-0.2 -0.1 0.1
0.2 0.1 -0.1
0.0 -0.1 0.2
-0.3 -0.2 -0.1
0.0 0.0 0.0
0.0 0.0 0.0
0.0 0.0 0.0
0.0 0.1 0.0
0.0 0.0 0.0
0.0 0.0 0.1
0.0 0.0 0.1
-0.1 0.0 -0.1
0.0 0.0 0.1
0.0 0.0 0.0
0.0 0.0 0.0
0.0 0.0 0.0
0.0 0.0 0.0
0.0 0.1 0.0
0.0 -0.1 -0.1
0.1 0.0 0.0
0.0 0.0 0.2
0.0 0.0 -0.1
-0.2 0.2 -0.4
0.0 0.0 0.0
0.0 0.0 0.0
-0.1 -0.1 0.0
0.0 0.1 0.0
0.0 0.0 0.0
0.0 0.0 0.0
0.1 0.0 0.0
-0.1 0.0 -0.1
0.1 0.0 0.1
-0.1 0.0 0.0
0.1 0.0 0.0
-0.2 0.2 0.1
0.0 0.0 0.0
0.0 -0.1 0.0
0.0 0.1 0.0
-0.1 0.0 0.1
0.2 -0.1 -0.1
0.0 0.0 0.0
0.0 0.0 0.0
0.0 0.0 0.0
0.0 0.0 0.0
0.0 0.0 0.0
0.0 0.0 0.0
0.0 0.0 0.0
0.0 0.0 0.0
0.0 0.0 0.0
0.0 0.0 0.0
0.0 0.0 0.0
0.0 0.0 0.0
0.1 0.1 -0.1
-0.2 -0.1 0.2
0.0 0.0 -0.1
0.0 0.0 0.1
0.0 0.1 -0.1
-0.2 0.0 0.2
0.2 0.0 -0.2
0.0 0.0 0.0
0.0 0.0 0.0
-0.1 0.0 0.0
-0.1 0.0 0.0
0.0 0.1 0.0
-0.3 0.1 -0.1
1.3 0.1 1.6
0.2 -0.1 -0.1
0.0 0.0 0.1

Listed below, in e, are the Mulliken charges computed for each atom: 0.83 0.24 -0.01 0.45 -0.83 -0.77 0.81 -0.60 -0.67 -1.04 -0.73 1.32 0.25 -0.09 0.50 0.48 0.58 -1.04 1.27 -0.34 -0.27 2.23 -0.23 -1.13 -0.87 -0.11 -0.43 0.29 0.30 0.44 -0.36 0.28 0.36 -0.29 -0.11 -0.58 0.48 0.38 0.36 0.53 -0.21 0.02 -0.20 -0.24 -0.67 -0.08 0.40 -1.46 0.05 0.60 -0.77 -0.68 0.78 -1.07 0.81 -0.83 -0.57 0.17 -0.71 -0.52 -0.82 -0.41 1.33 -0.03 0.31 0.33 0.51 0.49 0.42 0.38 0.42 0.37 0.42 0.38 -0.59 -0.01 0.49 -0.42 -0.94 -0.02 0.28 -0.10 0.47 0.45 0.18 -0.11 -0.75 0.59 -0.70 -0.78 -0.80

***

no.,E_tot (a.u.)
1,-2351.8302
2,-306.3864
3,-3561.5289
4,-14208.5322